The following is a quantum chemistry calculation of a 2-piece molecular cluster, C6H13O overall, from the OMol25 dataset.

Each line ends with the Löwdin spin population.
Element x y z (Å)
C (-2.92981, 0.47841, 0.77687)  0.007
C (-1.50483, 0.37828, 1.31025)  0.035
C (-0.56009, 1.41165, 0.66064)  0.064
C (0.81114, 1.22600, 1.13602)  0.439
C (1.58191, 0.17396, 0.64785)  0.094
C (3.04690, 0.31999, 1.06500)  0.010
H (-3.53806, -0.31758, 1.21400)  0.001
H (-3.34730, 1.45689, 1.01490)  0.000
H (-2.97613, 0.41241, -0.31119)  0.001
H (-1.56112, 0.48651, 2.41392)  0.001
H (-1.07484, -0.59223, 1.03300)  0.000
H (-0.65234, 1.32898, -0.42197)  0.011
H (-0.97983, 2.34629, 0.98131)  0.001
H (1.15870, 1.94050, 1.89919)  0.019
H (1.46945, 0.00708, -0.52234)  0.011
H (3.64748, -0.25944, 0.35880)  0.000
H (3.51447, 1.34929, 1.00466)  0.005
H (3.08614, -0.15567, 2.05616)  0.002
O (0.94299, -1.60228, 1.02998)  0.280
H (0.74202, -2.60248, 0.82257)  0.018

Summary:
Frontier orbital gap (spin up / spin down)   9.90 / 7.35 eV
E_HOMO (spin up / spin down)   -8.88 / -8.90 eV
⟨S²⟩   0.779
Spin multiplicity   2
F_max   0.08032 Eh/bohr

The following is a quantum chemistry calculation of a 7-piece molecular cluster, H14O7 overall, from the OMol25 dataset.

Each line ends with the Mulliken charge.
Element x y z (Å)
H (0.32320, -1.02398, -1.36372)  0.474
H (-0.04118, 0.44348, -1.15110)  0.322
H (-1.37137, -1.59787, 2.27035)  0.295
H (-1.53251, -1.14080, 0.93922)  0.351
H (-1.11740, 1.00909, 0.82080)  0.346
H (-1.93510, 2.33560, 0.59417)  0.274
H (2.43458, -2.22731, -1.20866)  0.300
H (1.85556, -1.58716, 0.13452)  0.428
H (-1.62852, -0.85424, -1.13079)  0.459
H (-2.83805, -0.01599, -0.70368)  0.318
H (0.53336, 2.07193, -0.22223)  0.395
H (1.88752, 2.68643, -0.76743)  0.275
H (2.08967, 0.64064, 0.65705)  0.458
H (1.09465, -0.08121, 1.53487)  0.278
O (-0.14280, -0.25502, -1.79300)  -0.759
O (-0.92019, -1.00901, 1.68171)  -0.615
O (-1.30002, 1.75366, 0.22053)  -0.675
O (1.60965, -2.05301, -0.71520)  -0.713
O (-2.47860, -0.90540, -0.57243)  -0.796
O (1.44898, 1.92465, -0.47854)  -0.666
O (2.02856, -0.11449, 1.25358)  -0.750

Summary:
SMILES string   O.O.O.O.O.O.O
Frontier orbital gap   11.14 eV
E_HOMO   -10.89 eV
F_max   0.04459 Eh/bohr

The following is a quantum chemistry calculation of a 12-piece molecular cluster, H24O12 overall, from the OMol25 dataset.

Each line ends with the Mulliken charge.
Element x y z (Å)
H (1.10957, 0.17993, 0.01260)  0.282
H (-0.30491, 0.55173, 0.35388)  0.245
H (-3.52608, -0.48802, 1.74366)  0.396
H (-4.91323, -0.34649, 2.30999)  0.257
H (4.38536, -1.48305, -3.76935)  0.316
H (4.96273, -1.19473, -2.40288)  0.352
H (-4.33299, 1.52276, 1.74565)  0.370
H (-4.33679, 0.93693, 3.17631)  0.304
H (-2.91874, -1.32758, -2.03784)  0.265
H (-2.43737, -2.77954, -1.93004)  0.271
H (3.80253, -2.61594, -0.37273)  0.284
H (3.27961, -1.36570, -0.99496)  0.312
H (-0.59699, 0.16421, -3.87498)  0.310
H (0.72937, 0.52514, -4.81928)  0.294
H (-0.74926, 2.64913, 1.18972)  0.298
H (0.65465, 3.37963, 0.74697)  0.306
H (1.70612, -0.29747, 3.15698)  0.258
H (1.41923, 0.73769, 4.01788)  0.325
H (-0.17817, -2.16502, -1.02216)  0.292
H (1.02187, -1.09090, -1.37475)  0.247
H (0.49575, 4.45374, -1.22858)  0.327
H (0.27328, 3.62578, -2.41544)  0.294
H (-0.19388, -1.33387, 2.76527)  0.308
H (-0.00504, -2.71074, 3.46995)  0.285
O (0.43857, -0.13035, 0.62355)  -0.513
O (-4.33446, -0.95495, 1.97648)  -0.603
O (4.17301, -0.93834, -2.99556)  -0.660
O (-3.78218, 1.25844, 2.52030)  -0.722
O (-2.10795, -1.88836, -1.79505)  -0.524
O (3.71286, -1.75484, -0.19915)  -0.601
O (0.39481, 0.01660, -4.06743)  -0.598
O (-0.22604, 3.44601, 1.28431)  -0.603
O (1.96989, -0.01313, 4.03607)  -0.602
O (0.07373, -1.19421, -1.21590)  -0.540
O (0.56162, 4.46824, -2.22254)  -0.614
O (-0.22048, -1.84277, 3.60904)  -0.616

Summary:
SMILES string   O.O.O.O.O.O.O.O.O.O.O.O
Frontier orbital gap   9.14 eV
E_HOMO   -9.42 eV
F_max   0.11432 Eh/bohr

The following is a quantum chemistry calculation of a 8-piece molecular cluster, C32H49NO14 overall, from the OMol25 dataset.

Each line ends with the Mulliken charge.
Element x y z (Å)
O (1.36024, 4.82713, 1.12927)  -0.679
C (0.70904, 4.59746, 0.13777)  0.340
O (1.31780, 4.12007, -0.98001)  -0.150
C (0.44208, 3.98622, -2.09542)  0.018
C (-0.87420, 4.55008, -1.60144)  -0.746
C (-0.77590, 4.73518, -0.10854)  0.015
H (0.37943, 2.91057, -2.30964)  -0.061
H (0.76156, 4.53881, -2.97471)  0.406
H (-1.69510, 3.88024, -1.82627)  0.228
H (-1.10109, 5.47017, -2.07404)  0.360
H (-1.19794, 3.88209, 0.40629)  -0.075
H (-1.22543, 5.70731, 0.27690)  0.352
O (-0.35568, 0.94465, -0.83648)  -0.590
C (0.56195, 0.12568, -0.84052)  0.662
O (1.18830, -0.19982, -1.95877)  -0.531
C (2.12684, -1.26826, -1.67700)  -0.682
C (1.76192, -1.90456, -0.31921)  -0.399
C (1.14628, -0.67800, 0.35486)  0.608
H (3.10677, -0.79244, -1.56166)  0.195
H (2.05063, -1.87570, -2.55438)  0.465
H (2.74072, -2.21420, 0.01858)  0.404
H (1.03175, -2.70974, -0.26845)  0.162
H (1.84610, -0.07045, 0.93590)  0.100
H (0.22705, -0.81668, 0.89229)  -0.393
O (-1.11246, 0.52374, 5.26334)  -0.614
C (-0.36950, 1.30926, 4.73079)  0.276
O (0.33193, 2.23299, 5.43187)  -0.412
C (1.10712, 3.06343, 4.53679)  -0.530
C (1.22282, 2.23718, 3.21818)  0.107
C (-0.07755, 1.41066, 3.24749)  0.576
H (2.08954, 3.20972, 5.00135)  0.336
H (0.53896, 4.00092, 4.45056)  0.279
H (2.05580, 1.53783, 3.11418)  0.269
H (1.30409, 2.91522, 2.36186)  -0.274
H (-0.00466, 0.46291, 2.77992)  -0.610
H (-0.87234, 1.92540, 2.74992)  0.540
O (-5.19140, -1.20998, -1.84431)  -0.603
C (-4.26027, -0.84894, -2.48894)  0.210
O (-3.60012, -1.60629, -3.43522)  -0.337
C (-2.48256, -0.87697, -3.95476)  -0.040
C (-2.78883, 0.61714, -3.63423)  -0.459
C (-3.54360, 0.47813, -2.35410)  0.904
H (-2.38752, -1.06721, -5.03903)  0.326
H (-1.60683, -1.21161, -3.45331)  -0.067
H (-3.38968, 1.03173, -4.43643)  0.337
H (-1.83564, 1.13143, -3.50464)  0.157
H (-4.26584, 1.27490, -2.07441)  0.401
H (-2.88149, 0.42597, -1.52231)  -0.848
O (0.64023, -2.56748, 2.57637)  -0.638
C (0.82454, -2.28794, 3.76472)  0.599
O (1.57484, -1.20531, 4.02353)  -0.327
C (1.61287, -0.93246, 5.42866)  -0.009
C (1.26956, -2.22634, 6.11582)  -0.630
C (0.34866, -2.89288, 5.10611)  -0.486
H (0.85580, -0.19699, 5.61856)  -0.084
H (2.61971, -0.53053, 5.68666)  0.336
H (0.93571, -2.08613, 7.14296)  0.347
H (2.13539, -2.88028, 6.09739)  0.291
H (-0.74097, -2.69021, 5.20119)  0.225
H (0.53591, -3.97169, 5.13943)  0.392
O (4.20358, 2.22524, 0.51942)  -0.597
C (4.40243, 2.57672, -0.61172)  0.568
O (3.68380, 2.07573, -1.70382)  -0.120
C (4.07099, 2.84712, -2.88319)  -0.548
C (4.90447, 4.04733, -2.41137)  -0.403
C (5.52476, 3.44174, -1.16220)  -0.638
H (3.14193, 3.04885, -3.43165)  0.263
H (4.68533, 2.08595, -3.46824)  0.333
H (4.19358, 4.80403, -2.14587)  0.200
H (5.58977, 4.41358, -3.18330)  0.351
H (5.91994, 4.13286, -0.46136)  0.381
H (6.29819, 2.74818, -1.54573)  0.271
O (0.29935, -2.87653, -3.61795)  -0.488
C (-0.14319, -3.98444, -3.66576)  0.466
O (0.70129, -5.05638, -3.66229)  -0.385
C (-0.09081, -6.22397, -3.80193)  -0.519
C (-1.49589, -5.84464, -4.17719)  -0.627
C (-1.57559, -4.41479, -3.60063)  -0.022
H (-0.03544, -6.73995, -2.81615)  0.256
H (0.37531, -6.88560, -4.53621)  0.333
H (-2.21916, -6.55609, -3.80605)  0.356
H (-1.45709, -5.88064, -5.23370)  0.272
H (-1.97912, -4.31851, -2.62267)  0.190
H (-2.17474, -3.80303, -4.26046)  0.125
C (-3.49414, -0.05541, 1.62489)  -0.893
C (-4.36693, -1.24264, 1.69355)  -0.598
C (-3.54772, -2.54704, 1.52768)  -0.404
C (-2.64733, -2.50414, 0.38804)  0.223
N (-1.96713, -2.38478, -0.52505)  -0.212
H (-2.87335, 0.02170, 2.49326)  0.254
H (-4.08830, 0.87091, 1.66327)  0.430
H (-2.89495, 0.11776, 0.71648)  0.149
H (-5.12137, -1.21794, 0.92698)  0.310
H (-4.86167, -1.17055, 2.66478)  0.365
H (-4.18514, -3.44286, 1.48306)  0.364
H (-2.90102, -2.55295, 2.42180)  0.042

Summary:
SMILES string   O=C1CCCO1.O=C1CCCO1.O=C1CCCO1.O=C1CCCO1.O=C1CCCO1.O=C1CCCO1.O=C1CCCO1.CCCC#N
Frontier orbital gap   10.35 eV
E_HOMO   -9.60 eV
F_max   0.05818 Eh/bohr

- Among the records above, which one has the highest F_max?
  H24O12

- Which of these has the lowest F_max?
  H14O7

- Which of these has the highest F_max?
  H24O12